# 1
Below is the molecule C5H5NO2 in a non-equilibrium geometry, with properties calculated with ωB97M-V/def2-TZVPD.

Properties
Relative energy (zero: lowest compared OMol25 entry of this formula, charge and spin), kJ/mol: 641.8
Structure (SMILES): Cc1onc2c1OC2

Geometry (Å):
C (-2.263, -0.727, 0.040)
C (-0.917, -0.045, -0.206)
O (-0.988, 1.294, -0.088)
N (0.235, 2.012, 0.006)
C (1.069, 0.957, -0.242)
C (0.469, -0.302, -0.553)
O (1.573, -1.082, -0.079)
C (2.377, 0.095, 0.165)
H (-2.548, 0.058, 0.964)
H (-2.858, -0.588, -0.908)
H (-2.278, -1.772, 0.574)
H (3.177, 0.184, -0.689)
H (2.952, -0.084, 1.018)

Atom-resolved charges from Löwdin, all expressed in e: C -0.015; C -0.243; O -0.084; N 0.137; C -0.143; C -0.114; O -0.072; C -0.048; H 0.147; H 0.090; H 0.111; H 0.141; H 0.093

---

# 2
Below is the ion C5H5NO2PS with charge -1 in a non-equilibrium geometry, with properties calculated with ωB97M-V/def2-TZVPD.

Properties
E, eV: -30973.1950
Net charge: -1
Structure (SMILES): C=[PH2]c1nc(C(=O)[O-])cs1

Geometry (Å):
C (-3.540, 0.197, -0.418)
P (-2.022, -0.486, -0.050)
C (-0.346, 0.144, -0.038)
N (0.751, -0.579, -0.102)
C (1.836, 0.187, 0.181)
C (3.227, -0.624, -0.094)
O (4.059, -0.610, 0.831)
O (3.313, -1.124, -1.195)
C (1.657, 1.447, 0.535)
S (-0.122, 1.764, 0.614)
H (-3.425, 0.746, -1.331)
H (-4.170, -0.626, -0.864)
H (-1.558, -1.627, -0.441)
H (-1.987, -0.940, 1.394)
H (2.327, 2.130, 0.980)

Atom-resolved charges from Löwdin, all expressed in e: C -0.409; P 0.750; C -0.806; N 0.058; C -0.317; C -0.722; O -0.072; O -0.024; C -0.302; S 0.907; H -0.069; H -0.024; H -0.060; H 0.033; H 0.055

---

# 3
Below is a cluster of 2 separate species, C5H5NO2S in total in a non-equilibrium geometry, with properties calculated with ωB97M-V/def2-TZVPD.

Properties
Relative energy (zero: lowest compared OMol25 entry of this formula, charge and spin), kJ/mol: 111.8
Net charge: -2

Geometry (Å):
C (2.052, 0.777, -0.748)
C (1.149, 0.491, 0.189)
C (-1.238, 1.140, 0.062)
C (-2.667, -0.699, -0.781)
C (1.278, -0.639, 1.118)
N (-1.700, 0.072, -0.185)
O (-1.175, 2.283, 0.357)
O (-2.729, -0.734, -1.988)
S (-3.531, -1.632, 0.344)
H (3.092, 0.431, -0.966)
H (1.860, 1.465, -1.445)
H (1.810, -1.477, 0.754)
H (0.152, -1.019, 1.227)
H (1.646, -0.458, 2.061)

Atom-resolved charges from Löwdin, all expressed in e: C -0.183; C -0.301; C -0.424; C -1.162; C -0.228; N 0.086; O 0.024; O -0.110; S 0.266; H -0.006; H -0.068; H 0.014; H 0.090; H 0.002

---

# 4
Below is the molecule C5H5NOS in a non-equilibrium geometry, with properties calculated with ωB97M-V/def2-TZVPD.

Properties
Relative energy (zero: lowest compared OMol25 entry of this formula, charge and spin), kJ/mol: 540.9
Structure (SMILES): C#CC(=C)S/C=N\O

Geometry (Å):
C (1.513, 0.913, -1.494)
C (0.873, 0.733, -0.507)
C (0.088, 0.729, 0.695)
C (0.228, 1.635, 1.691)
S (-1.442, -0.198, 0.671)
C (-0.515, -1.661, 0.230)
N (-0.437, -2.241, -0.883)
O (-1.171, -1.757, -1.948)
H (2.125, 1.303, -2.282)
H (1.265, 2.209, 1.813)
H (-0.609, 1.512, 2.409)
H (-0.135, -2.173, 1.134)
H (-1.783, -1.003, -1.528)

Atom-resolved charges from Löwdin, all expressed in e: C 0.144; C -0.180; C -0.650; C 0.000; S 0.927; C -0.498; N -0.059; O -0.096; H 0.044; H 0.130; H 0.053; H 0.092; H 0.094